Computed, not measured: a 4-piece molecular cluster, C34H62BClINO7P overall, with ωB97M-V/def2-TZVPD.

The HOMO energy is -11.10 eV. The calculation puts the total energy at -3038.15597 Eh. As for the max |F|: 0.833 eV/A.

Geometry as ORCA input:
```
! wB97M-V def2-TZVPD RIJCOSX def2/J DEFGRID3
* xyz 1 1
I 1.72541 -1.09032 1.25456
Cl -3.75561 -2.57346 3.14709
P -3.64317 -1.89705 1.24000
O 4.19040 -5.34157 0.84987
O -0.71027 -1.87703 2.69102
O -4.95951 -0.97430 1.14407
O 3.40652 3.76562 1.76302
O 0.47915 0.63760 -1.86789
O -1.66837 1.55581 -2.09617
O -4.94626 4.27629 -3.66333
N -2.46609 -0.42912 1.42903
C 1.88084 5.35050 2.62442
C 2.49210 -3.80254 -1.61205
C -3.15232 2.23004 2.02744
C -2.18460 0.07751 2.80725
C 0.62775 -3.90960 0.09664
C -0.34639 -1.77770 1.33125
C 3.60285 -1.56335 -2.24569
C 4.67311 -5.42776 2.19464
C -0.54644 -3.18278 0.74950
C -5.30917 3.25954 0.53535
C 6.02951 -6.11439 2.11893
C 3.13841 -2.94625 -2.70253
C 4.96898 0.08840 0.53488
C -4.01384 3.26628 0.01878
C -6.06679 2.97144 -5.28969
C -4.44652 2.22918 2.54768
C -4.72146 2.32008 -4.97098
C -1.39671 -0.71255 -0.83101
C -6.44601 3.80674 -0.28189
C 3.33899 4.90761 2.62242
C -5.50328 2.73445 1.80910
C -6.25580 3.88760 -4.08889
C 5.35038 -0.23178 -0.92206
C -2.00675 1.60496 2.78072
C 1.05239 -3.40705 -1.28919
C -3.96383 3.47684 -4.33083
C 4.89096 -1.60938 -1.42532
C -1.15285 -0.62229 0.68444
C -0.95712 -0.66843 3.36395
C -2.95389 2.75369 0.75538
C 5.24955 -5.65225 -0.06371
C 6.53384 -5.65104 0.75280
C 1.15752 4.01800 2.43329
C 2.09669 3.29921 1.47002
B -0.85479 0.55224 -1.63308
H -4.21271 1.91729 -5.84476
H 1.48292 -3.97047 0.76988
H 0.37776 -3.83749 -2.03409
H 2.42516 -2.82360 -3.52431
H 7.30110 -6.29462 0.32677
H -3.82254 3.68020 -0.96683
H -5.09787 -0.32840 1.85597
H 4.01831 5.67135 2.24568
H 4.92524 0.54057 -1.56634
H -1.95342 2.78184 0.33763
H 4.76328 -4.41523 2.60407
H 3.80632 -0.96264 -3.13772
H 3.66657 4.61602 3.62530
H -3.04361 -0.12418 3.44220
H -1.04902 1.89288 2.34398
H -6.59525 3.14832 -1.13865
H -2.00091 1.93673 3.82095
H -4.85711 1.50785 -4.25092
H 4.00828 -3.46881 -3.10920
H 6.43431 -0.15645 -1.01524
H 1.10384 3.48019 3.38381
H 4.74595 -0.82113 1.09813
H -1.37116 -3.18037 0.03114
H -6.16930 4.77701 -0.69438
H 1.60260 5.87437 3.53697
H 5.75311 0.63849 1.05256
H 0.14516 4.12337 2.03956
H 6.93779 -4.63866 0.82339
H -2.59475 1.46166 -1.85582
H -1.15319 -0.92674 4.40320
H -0.88566 -3.78799 1.59286
H 4.79919 -2.30283 -0.58405
H 1.68236 6.01012 1.77764
H 5.66980 -2.01027 -2.08064
H 0.74452 1.49936 -2.21024
H 2.81305 -1.02886 -1.70797
H -7.36235 3.88848 0.29497
H -3.46215 4.08859 -5.08666
H 2.07820 2.21366 1.58204
H 5.25546 -4.91171 -0.86590
H 3.08154 -3.71697 -0.69502
H -2.46330 -0.83899 -1.05050
H -0.07772 -0.01546 3.35020
H 0.28933 -4.94232 -0.03396
H -6.83723 4.77995 -4.31961
H 2.54947 -4.85288 -1.90585
H -5.98990 3.55969 -6.20550
H 1.00562 -2.31606 -1.34149
H -6.88244 2.26087 -5.40935
H 4.08039 0.72502 0.58292
H -0.90231 -1.58692 -1.24866
H -3.21840 3.15151 -3.60447
H 6.68382 -5.84122 2.94485
H 3.94757 -5.97952 2.79345
H -6.74914 3.35847 -3.26660
H 1.85453 3.54375 0.42760
H 5.05367 -6.63683 -0.50045
H -0.60518 0.29684 0.89209
H 5.90535 -7.19897 2.12588
H -4.63001 1.84192 3.54531
H -6.50209 2.73196 2.22798
H -2.96048 0.31068 0.91297
*
```

=====

Computed, not measured: one molecule with the formula C2H8N3PS, with ωB97M-V/def2-TZVPD.

The HOMO energy is -8.59 eV. The calculation puts the total energy at -984.80462 Eh. Its energy relative to the best compared isomer or geometry (same formula, charge and spin) is 0.188 eV. As for the max |F|: 4.685 eV/A.

Geometry as ORCA input:
```
! wB97M-V def2-TZVPD RIJCOSX def2/J DEFGRID3
* xyz 0 1
S -2.19218 1.16903 0.29779
P -1.06468 -0.34456 -0.11395
N 1.03543 0.17848 -0.44533
N -1.45125 -1.13062 -1.50895
N -1.00207 -1.48249 1.12073
C 1.63916 0.76482 0.71339
C 1.35617 1.56237 -0.49800
H -0.22312 -2.12219 1.11372
H 2.64425 0.41805 0.92049
H 1.03907 0.95858 1.59684
H 0.56378 2.29968 -0.45495
H -1.10466 -1.04385 2.02685
H -0.98925 -1.98217 -1.77971
H -2.40966 -1.03704 -1.80035
H 2.15902 1.79192 -1.18857
*
```

=====

Computed, not measured: one molecule with the formula C2H2ClFO2, with ωB97M-V/def2-TZVPD.

The HOMO energy is -10.67 eV. The calculation puts the total energy at -787.91215 Eh. Its energy relative to the best compared isomer or geometry (same formula, charge and spin) is 1.175 eV. As for the max |F|: 5.117 eV/A.

Geometry as ORCA input:
```
! wB97M-V def2-TZVPD RIJCOSX def2/J DEFGRID3
* xyz 0 1
Cl 1.86563 -0.63533 -0.51288
F 0.65340 1.20817 0.43743
O -1.36172 -1.41863 0.20474
O -1.19709 0.53904 -1.01187
C -0.87336 -0.39517 -0.06190
C 0.61726 -0.09481 0.41210
H 0.96389 -0.62336 1.40823
H -0.66801 1.42008 -0.87586
*
```

=====

Computed, not measured: a 2-piece molecular cluster, C6H15N3 overall, with ωB97M-V/def2-TZVPD.

The HOMO energy is -8.09 eV. The calculation puts the total energy at -401.73461 Eh. Its energy relative to the best compared isomer or geometry (same formula, charge and spin) is 4.154 eV. As for the max |F|: 0.903 eV/A.

Geometry as ORCA input:
```
! wB97M-V def2-TZVPD RIJCOSX def2/J DEFGRID3
* xyz 0 1
N 0.69353 1.01249 -0.72197
N 0.30730 -3.15301 0.97235
N -1.60386 -0.60833 1.02207
C -0.28242 -2.63804 2.01811
C 1.22537 2.28138 -0.26531
C -0.78952 0.57921 1.28421
C 0.73976 0.92668 -2.16815
C -1.20327 -0.62356 -0.38028
C -0.65048 0.80247 -0.23036
H 0.34891 -0.03783 -2.48644
H -2.04166 -0.76778 -1.06489
H -1.32498 1.34338 1.85092
H 0.45046 -2.04559 2.60177
H -0.23255 -3.74313 0.35218
H 1.19447 2.31618 0.82157
H -1.37296 -1.46688 1.57189
H 1.77575 1.01079 -2.49419
H 0.17538 0.38073 1.75987
H 0.15158 1.71982 -2.65630
H 0.66034 3.14077 -0.65918
H 2.26158 2.36716 -0.58991
H -1.35442 1.56410 -0.60532
H -0.40851 -1.34280 -0.61909
H 1.28020 -3.01823 0.68645
*
```

=====

Computed, not measured: CH4Cl2N2OS2 as an isolated structure, with ωB97M-V/def2-TZVPD.

The HOMO energy is -9.15 eV. The calculation puts the total energy at -1941.84635 Eh. Its energy relative to the best compared isomer or geometry (same formula, charge and spin) is 2.665 eV. As for the max |F|: 3.608 eV/A.

Geometry as ORCA input:
```
! wB97M-V def2-TZVPD RIJCOSX def2/J DEFGRID3
* xyz 0 1
Cl -2.35921 -1.85058 -0.95229
Cl -1.87687 -2.23407 1.73152
S -2.10691 0.39942 0.63882
S -3.75041 1.12960 -0.34754
O -2.48503 0.75115 1.98543
N 0.44631 0.28280 1.33982
N -2.62607 -1.25999 0.57201
C 1.11953 -0.14114 0.31208
H 2.11896 -0.48382 0.26015
H 1.08422 0.58912 2.10237
H -4.26191 1.54417 0.80401
H 0.51421 -0.17564 -0.55687
*
```

=====

Computed, not measured: C34H27ClN6O6Tm as an isolated structure, with ωB97M-V/def2-TZVPD.

The HOMO energy (alpha / beta) is -4.74 / -4.74 eV. The calculation puts the total energy at -3637.41345 Eh. Its energy relative to the best compared isomer or geometry (same formula, charge and spin) is 0.000 eV. As for the max |F|: 2.766 eV/A.

Geometry as ORCA input:
```
! wB97M-V def2-TZVPD RIJCOSX def2/J DEFGRID3
* xyz -1 3
Tm 1.28434 -0.14583 -0.09137
Cl 1.61473 1.99240 7.27205
O 1.88434 -0.33722 1.91482
O 2.91816 -1.24426 -1.06220
O -7.47234 -0.11798 1.14528
O -0.83439 -0.30206 0.57653
O -6.77993 1.80536 0.22272
O 5.11301 -1.27728 -2.95946
N -0.85575 -2.46503 -0.11273
N -4.28416 0.95973 -0.14366
N 1.17575 2.07600 0.85952
N 1.80626 1.54720 -1.63261
N 0.22715 -2.07091 -0.87320
N 0.73480 0.25577 -3.24944
C 1.95707 -3.03788 -2.38154
C -0.01303 4.12921 0.18254
C -3.18569 -2.96146 1.28236
C 2.03099 -4.03681 -3.40223
C 1.88260 1.11590 -2.98943
C -4.11905 -3.42954 2.18716
C 4.08159 -2.18487 -2.96399
C 3.12660 -4.02642 -4.27164
C -5.19392 0.01263 0.46337
C 0.66833 -3.01787 -1.59771
C 1.84663 -0.60347 4.23503
C 1.44187 2.17500 4.52396
C 1.41862 1.61177 3.20693
C -3.58479 -1.54435 3.64575
C 0.68751 3.59587 -2.51969
C -0.20555 -0.40555 -3.47076
C -2.41406 -1.83115 1.60145
C -2.63321 -1.10000 2.75556
C -0.53399 4.90992 -0.87630
C 1.83902 2.14929 -4.05164
C 5.59370 -0.48510 -1.84374
C 1.59837 1.32640 5.63443
C -6.59897 0.53621 0.63513
C -1.30722 -1.49108 0.57083
C 0.78897 3.04962 -0.10729
C -4.30021 -2.70784 3.41698
C 1.09915 2.68322 -1.47094
C 1.12201 3.27075 -3.86463
C 4.11087 -3.06323 -4.04287
C 1.82332 -0.05367 5.50275
C -0.13382 4.64001 -2.17735
C 3.00998 -2.13776 -2.07064
C 1.22418 2.47721 2.09066
C 1.73585 0.20211 3.06578
H -2.17043 -0.15578 3.00932
H 1.13536 3.53497 2.30281
H 0.05749 -3.93099 -1.69699
H 4.85922 0.32140 -1.59183
H -4.90463 -0.12306 1.49176
H -5.21073 -1.02053 0.09434
H -3.07552 -3.47490 0.33864
H -3.76565 -1.08724 4.61848
H -4.97478 -3.04457 4.15989
H -0.17149 4.29962 1.21972
H 2.74999 0.45969 -2.99435
H 2.04932 -0.63511 6.40017
H 3.09586 -4.68844 -5.12494
H 2.23958 1.88755 -5.03021
H 0.93495 4.08292 -4.61509
H 6.48273 -0.00821 -2.18413
H -3.41418 1.02514 0.31847
H -4.72102 -4.27078 1.96801
H 5.84288 -1.07271 -0.95612
H 1.26219 3.21705 4.67249
H -0.43061 5.21852 -3.01526
H -1.34299 5.64366 -0.69830
H 1.17465 -4.72068 -3.53029
H 2.00065 -1.66257 4.01375
H -4.14674 0.74040 -1.13442
H -5.94262 2.06415 -0.15475
H 4.99077 -3.04240 -4.64570
*
```

=====

Computed, not measured: a 4-piece molecular cluster, C12H30BO8P overall, with ωB97M-V/def2-TZVPD.

The HOMO energy is -8.13 eV. The calculation puts the total energy at -1443.37373 Eh. Its energy relative to the best compared isomer or geometry (same formula, charge and spin) is 0.568 eV. As for the max |F|: 2.382 eV/A.

Geometry as ORCA input:
```
! wB97M-V def2-TZVPD RIJCOSX def2/J DEFGRID3
* xyz 0 1
P -4.60299 0.53429 0.66893
O -3.82667 2.49240 2.46033
O -5.22409 3.47014 1.05330
O -1.19064 1.15310 1.76368
O -1.38207 2.33712 -0.26745
O 5.14850 -4.33880 0.80832
O 2.14918 -0.79391 -0.30983
O -4.94826 4.36168 3.16270
O 1.55548 4.18467 -1.39628
C 5.30579 -6.76030 1.05171
C 0.08701 0.67077 1.32974
C -4.02640 3.16792 0.32816
C -3.51344 1.95512 1.17761
C 5.40933 -5.56356 0.12455
C 2.42530 -2.04201 -0.94724
C 1.32711 4.41996 -2.78064
C -4.46206 -0.83929 1.88708
C -4.71751 3.52975 2.31655
C -3.99738 -0.03250 -0.97072
C 0.17661 5.38503 -3.00630
C 2.31177 -3.20326 0.02134
B -1.95369 1.80234 0.86541
H -1.89054 2.16203 -1.05768
H 0.57502 0.21656 2.17658
H -3.70113 -0.69208 2.64038
H 2.25238 4.82929 -3.18234
H -4.18702 3.01769 -0.72054
H -4.04823 0.82134 -1.63219
H 5.79967 -4.25107 1.50901
H 5.48814 -7.69118 0.51345
H -0.03409 -0.08238 0.56993
H -5.41186 -0.89190 2.39041
H 6.03307 -6.68380 1.86310
H -0.74992 4.98392 -2.58775
H 3.02248 -3.09399 0.83727
H -4.31204 -1.77052 1.36196
H 3.42809 -2.00977 -1.38528
H 0.74897 3.81024 -1.02995
H 0.02166 5.57251 -4.07008
H 4.67152 -5.63369 -0.67311
H -4.69009 -0.76301 -1.35422
H 0.37521 6.33395 -2.50849
H 6.40272 -5.51940 -0.33368
H 0.72763 1.44683 0.93914
H 2.78946 -0.68509 0.39808
H 1.12929 3.46679 -3.28453
H -2.98530 -0.42515 -1.01534
H 1.70357 -2.14121 -1.75703
H 1.31077 -3.23836 0.45579
H -3.34601 3.97701 0.57179
H 2.51094 -4.15127 -0.47915
H 4.31479 -6.80494 1.50350
*
```

=====

Computed, not measured: one molecule with the formula C4H11NO, with ωB97M-V/def2-TZVPD.

The HOMO energy is -8.81 eV. The calculation puts the total energy at -288.96833 Eh. Its energy relative to the best compared isomer or geometry (same formula, charge and spin) is 1.325 eV. As for the max |F|: 1.313 eV/A.

Geometry as ORCA input:
```
! wB97M-V def2-TZVPD RIJCOSX def2/J DEFGRID3
* xyz 0 1
O -0.08214 2.80948 -1.65741
N 0.51689 -0.56886 -0.30661
C -0.09747 0.40663 -1.21366
C -0.15047 -0.68050 0.97569
C -0.10957 -2.09836 1.51473
C 0.11937 1.82131 -0.63933
H -1.18479 0.26149 -1.24871
H -0.65907 2.02171 0.09965
H 0.67902 -2.70811 1.08091
H 1.11299 1.87186 -0.19445
H -1.02163 -2.64964 1.27024
H 0.77260 3.10655 -1.97009
H 0.56585 -1.46682 -0.76426
H -1.18346 -0.31122 0.97498
H 0.03004 -2.17178 2.59150
H 0.34726 0.37172 -2.20395
H 0.34458 -0.01546 1.69077
*
```